[1]
Entry from the OMol25 dataset: 6 unconnected molecules or ions with the total composition C46H102O17S (wB97M-V/def2-TZVPD).

Total charge ... 0
HOMO-LUMO gap ... 9.33 eV
E_HOMO ... -0.33100 Eh
LUMO ... 0.3 eV
SMILES string ... CCCCCCCCCCCCCCCCCCCC[C@](CCO)(OC(=O)COO)S(C)(=O)=O.COCCOC.COCCOC.COCCOC.COCCOC.COCCOC

The geometry in XYZ format:
```
166
Properties=species:S:1:pos:R:3:forces:R:3:lowdin_charge:R:1
C 3.818060 1.767299 0.302148 0.1 -0.2 -0.5 -0.106
C 3.808399 1.380023 -1.191813 -0.1 0.5 0.7 -0.259
C 4.391489 2.498455 -2.114079 -1.0 -1.6 -0.9 -0.191
C 3.375992 2.643029 -3.300830 1.2 0.9 0.7 -0.243
C 3.763274 3.688340 -4.356574 -0.7 -0.7 -1.1 -0.186
C 2.632737 3.875333 -5.448285 -0.2 0.2 1.2 -0.185
C 1.563931 2.759665 -5.408130 -0.1 0.1 -1.2 -0.231
C 0.574039 2.780412 -6.612534 -0.2 0.9 0.7 -0.192
C -0.901937 2.846309 -6.135081 0.1 -0.3 -0.9 -0.200
C -1.583372 1.481970 -5.820406 0.7 0.5 -0.3 -0.192
C -0.680845 0.379774 -5.234008 -0.6 0.0 0.9 -0.192
C -0.376242 0.487630 -3.713914 -0.3 -0.9 0.3 -0.191
C -1.606759 0.817943 -2.812775 0.8 0.1 -0.6 -0.186
C -1.647405 2.343445 -2.535377 -0.1 -0.2 -0.2 -0.198
C -1.071601 2.754242 -1.168703 -0.4 -0.8 0.2 -0.185
C -1.950894 2.319692 0.041828 -0.1 0.8 -1.7 -0.192
C -3.349383 2.955132 -0.030705 0.4 0.3 1.3 -0.193
C -4.307505 2.546278 1.138107 -0.3 0.4 -1.1 -0.168
C -5.409225 1.529586 0.684576 0.4 0.7 1.0 -0.162
C -5.341362 0.111499 1.294759 -0.8 0.3 -0.4 -0.114
C -4.571012 -0.976082 0.526513 0.5 -0.4 0.9 -0.424
C -4.285102 -0.689463 -0.938584 -0.3 1.0 -0.6 -0.114
C -5.540673 -0.576035 -1.863551 0.3 -0.6 0.3 -0.210
O -5.422588 -1.454392 -2.969235 0.0 -0.1 -0.2 -0.055
O -5.248248 -2.213809 0.797519 0.8 0.1 -0.2 -0.001
C -5.013250 -3.245397 -0.108818 2.2 0.3 1.8 -0.438
O -5.841595 -3.516165 -0.855985 -3.3 -0.8 -2.7 0.214
C -3.749091 -4.091505 -0.112665 0.9 0.1 0.3 -0.092
O -3.686975 -4.710993 -1.393949 -1.1 0.8 -0.1 -0.125
O -2.379104 -5.126104 -1.567644 1.5 -1.0 0.1 -0.023
S -2.880409 -1.144694 1.365517 2.1 1.2 0.9 0.706
C -2.891239 -2.528252 2.548909 -0.1 -0.2 -0.2 -0.099
O -1.837931 -1.330908 0.379055 -0.4 -1.4 -0.8 -0.332
O -2.557127 0.019538 2.155092 -1.2 0.3 0.7 -0.321
H 3.262182 1.051534 0.916166 0.0 0.1 -0.1 0.066
H 3.359957 2.757043 0.401308 0.2 -0.1 0.2 0.043
H 4.852313 1.779911 0.663880 -0.2 0.3 0.1 0.074
H 2.766370 1.196863 -1.487130 0.2 0.0 0.0 0.086
H 4.340641 0.430654 -1.316079 0.0 0.2 -0.1 0.102
H 5.301310 2.068447 -2.550136 0.2 0.6 0.2 0.105
H 4.591956 3.425328 -1.570931 0.0 -0.1 -0.2 0.101
H 2.391366 2.860381 -2.869205 0.1 -0.1 -0.1 0.094
H 3.376118 1.669604 -3.797299 -0.4 0.0 0.2 0.109
H 4.625030 3.282013 -4.902080 0.2 0.4 0.4 0.107
H 3.985673 4.669333 -3.928685 0.2 -0.2 0.1 0.102
H 2.102029 4.793823 -5.153449 0.0 -0.1 -0.4 0.106
H 3.042638 4.060194 -6.445610 0.0 -0.2 0.1 0.103
H 0.959873 2.959414 -4.522187 0.2 -0.5 0.1 0.078
H 2.007847 1.761320 -5.381928 0.0 0.2 0.4 0.101
H 0.762258 3.723891 -7.145553 -0.1 -0.3 -0.1 0.100
H 0.734775 1.961311 -7.320602 0.0 0.1 0.1 0.109
H -0.956617 3.573938 -5.317911 -0.1 -0.3 0.0 0.096
H -1.469518 3.288044 -6.967314 -0.1 0.0 0.3 0.101
H -1.989623 1.105705 -6.768402 0.1 0.0 0.1 0.106
H -2.454728 1.682896 -5.185756 0.1 -0.2 0.0 0.095
H 0.264100 0.248934 -5.770513 -0.2 0.2 -0.1 0.098
H -1.230530 -0.566307 -5.355293 0.1 0.1 0.0 0.106
H 0.449236 1.167127 -3.479250 -0.2 0.0 -0.1 0.081
H -0.026787 -0.510870 -3.405353 0.1 0.2 -0.1 0.104
H -1.523975 0.214589 -1.901176 -0.1 0.3 0.0 0.087
H -2.499523 0.453127 -3.343002 0.0 0.2 0.2 0.095
H -1.019846 2.814506 -3.300433 -0.2 0.0 0.1 0.078
H -2.664221 2.713505 -2.719616 0.2 0.2 0.3 0.101
H -0.127493 2.197824 -1.046941 0.0 0.4 -0.1 0.111
H -0.853917 3.828361 -1.153584 0.0 -0.1 0.1 0.106
H -2.031038 1.236333 -0.037366 0.2 0.0 0.6 0.063
H -1.419784 2.665888 0.931524 -0.3 -0.5 0.2 0.116
H -3.833852 2.794118 -0.999309 0.0 -0.1 0.1 0.091
H -3.200665 4.042464 0.052350 0.0 -0.2 -0.2 0.112
H -3.769117 2.235900 2.036210 0.1 -0.2 -0.3 0.099
H -4.826281 3.476395 1.404733 0.0 -0.3 0.1 0.099
H -6.356979 1.957943 1.033811 0.0 -0.3 -0.1 0.112
H -5.451954 1.582636 -0.404683 -0.1 -0.4 0.1 0.084
H -6.373816 -0.255131 1.368651 0.2 -0.1 -0.2 0.130
H -5.017200 0.211473 2.334688 0.2 -0.2 -0.2 0.119
H -3.586728 -1.382722 -1.415120 -0.1 -0.2 0.4 0.123
H -3.784154 0.285907 -0.965755 0.2 -0.2 0.1 0.100
H -6.407596 -0.922417 -1.294172 -0.1 0.2 -0.3 0.127
H -5.694615 0.443705 -2.232634 0.0 0.0 0.3 0.118
H -4.767373 -1.116648 -3.594267 -0.1 0.0 0.2 0.088
H -2.815881 -3.529078 0.008034 -0.3 0.2 0.1 0.097
H -3.755702 -4.872776 0.662156 -0.3 0.3 0.1 0.151
H -1.904972 -4.426286 -2.045450 -0.5 0.2 0.0 0.115
H -3.900361 -2.817217 2.846118 0.1 0.0 -0.3 0.074
H -2.315815 -3.344106 2.107440 -0.3 0.0 0.0 0.052
H -2.354773 -2.207858 3.443991 0.0 0.4 -0.3 0.075
C -7.045787 -6.496685 -0.911237 0.0 0.1 -0.1 -0.099
O -8.351854 -6.748944 -1.409192 0.1 -0.1 0.2 -0.184
C -8.759636 -8.097212 -1.236742 -0.3 0.3 -0.2 -0.208
C -9.689056 -8.250482 -0.049199 0.2 -0.3 0.1 -0.205
O -9.021985 -7.982281 1.177272 0.0 0.2 -0.1 -0.193
C -9.299993 -6.688017 1.682726 0.0 -0.1 0.1 -0.114
H -6.907052 -5.418248 -0.854143 -0.1 -0.2 -0.1 0.065
H -6.903341 -6.924423 0.085414 0.0 -0.1 0.0 0.087
H -6.297762 -6.909722 -1.595901 0.1 0.0 0.1 0.095
H -7.891410 -8.755919 -1.136210 0.0 0.0 0.1 0.126
H -9.301422 -8.387238 -2.143168 0.0 -0.1 0.0 0.124
H -10.034193 -9.288459 -0.004809 0.0 0.0 0.0 0.123
H -10.568016 -7.608451 -0.161526 0.0 0.1 0.0 0.125
H -10.307530 -6.660476 2.112276 0.0 0.1 0.0 0.087
H -9.212512 -5.921870 0.909034 0.0 0.0 0.0 0.084
H -8.578357 -6.473163 2.470525 0.0 -0.1 0.0 0.087
C 2.377884 8.423834 1.373379 0.1 0.0 0.1 -0.110
O 2.835705 7.280352 2.074927 -0.2 0.0 -0.1 -0.196
C 1.774524 6.475112 2.575208 0.4 -0.1 0.1 -0.194
C 1.535002 5.264567 1.696960 -0.4 0.1 0.0 -0.193
O 1.046376 5.636417 0.413893 0.2 0.1 -0.1 -0.195
C 2.054729 5.606983 -0.583207 -0.1 0.0 0.0 -0.104
H 3.220708 8.839824 0.822587 0.0 0.0 0.1 0.089
H 1.584378 8.174943 0.665011 0.0 0.0 0.0 0.084
H 2.012994 9.177151 2.079843 -0.1 0.0 -0.1 0.088
H 0.858032 7.063288 2.684081 0.0 0.0 -0.1 0.129
H 2.075312 6.130332 3.570141 -0.1 0.0 0.0 0.109
H 0.766085 4.640469 2.163152 0.0 0.0 0.0 0.127
H 2.445542 4.664574 1.607290 0.0 0.1 0.0 0.117
H 2.278299 4.570508 -0.861675 0.1 0.0 0.0 0.069
H 2.967015 6.105242 -0.246782 0.0 0.0 0.0 0.088
H 1.678792 6.128268 -1.463643 -0.1 0.0 0.0 0.091
C 0.404122 -6.331618 0.452701 -0.1 -0.1 0.1 -0.108
O 0.815448 -5.988633 1.766539 0.1 0.1 -0.2 -0.192
C 2.213070 -5.735504 1.860212 -0.2 0.0 0.4 -0.198
C 2.509410 -4.250171 1.879166 0.4 0.0 -0.3 -0.198
O 2.175453 -3.638415 0.640110 -0.2 -0.1 0.1 -0.192
C 0.936256 -2.951179 0.687098 0.1 0.1 -0.1 -0.116
H -0.682495 -6.265116 0.410090 0.0 0.0 0.0 0.076
H 0.825573 -5.654188 -0.293959 0.0 0.0 0.0 0.085
H 0.702621 -7.359813 0.221956 0.0 0.0 -0.1 0.090
H 2.752106 -6.227181 1.044559 0.0 0.1 0.0 0.121
H 2.555119 -6.172523 2.803629 0.0 0.0 0.0 0.126
H 3.584743 -4.107641 2.027630 0.0 -0.1 0.0 0.117
H 1.987996 -3.760591 2.707741 -0.1 0.0 0.0 0.127
H 1.043786 -2.008335 1.232925 -0.1 0.0 0.0 0.092
H 0.157268 -3.557408 1.156540 0.0 0.0 0.0 0.072
H 0.634250 -2.728260 -0.335486 0.1 0.0 0.0 0.084
C 8.945221 -3.415913 0.459921 0.1 0.0 0.0 -0.111
O 9.132605 -4.816162 0.581413 -0.2 0.1 0.1 -0.191
C 8.667432 -5.331352 1.821009 0.2 -0.3 -0.3 -0.205
C 7.312885 -5.995603 1.676198 -0.2 0.2 0.3 -0.204
O 6.300685 -5.053867 1.346958 0.1 0.0 -0.2 -0.203
C 5.962926 -5.065000 -0.031427 -0.1 0.0 0.1 -0.107
H 9.091362 -3.147297 -0.585477 0.0 -0.1 0.0 0.089
H 7.940458 -3.112469 0.762822 0.0 0.0 0.0 0.083
H 9.685497 -2.883740 1.066749 -0.1 0.1 0.0 0.088
H 8.632707 -4.543831 2.580043 -0.1 0.0 0.0 0.126
H 9.392275 -6.084051 2.147218 0.0 0.0 0.0 0.125
H 7.036118 -6.440226 2.637508 0.0 0.0 0.0 0.125
H 7.353014 -6.798267 0.933691 0.1 0.0 0.0 0.127
H 5.353477 -5.947065 -0.256975 0.0 0.0 -0.1 0.087
H 6.850295 -5.061182 -0.668000 0.0 0.0 0.0 0.085
H 5.376300 -4.171073 -0.241967 0.0 0.0 0.1 0.089
C 5.370603 5.113920 8.407462 0.1 0.1 0.0 -0.113
O 5.528334 6.285460 7.625256 -0.1 -0.2 0.0 -0.191
C 5.493088 6.026860 6.227728 0.1 0.4 0.1 -0.201
C 4.144570 6.372042 5.629388 0.0 -0.4 -0.2 -0.205
O 3.120749 5.511334 6.115759 0.0 0.2 0.2 -0.201
C 2.331876 6.111388 7.129389 -0.1 -0.1 -0.1 -0.110
H 5.162058 5.419844 9.431916 0.0 0.1 0.0 0.088
H 4.543741 4.495370 8.050896 0.0 0.0 0.0 0.083
H 6.295569 4.527493 8.396854 0.0 -0.1 0.0 0.088
H 5.753359 4.984586 6.019411 -0.1 0.0 0.0 0.127
H 6.252993 6.664578 5.765420 0.0 0.0 0.0 0.126
H 4.194205 6.227055 4.545625 0.0 0.1 0.0 0.116
H 3.892681 7.420122 5.816861 0.0 0.0 0.1 0.131
H 1.643737 6.840745 6.687866 0.0 0.1 0.1 0.087
H 2.947312 6.603246 7.885760 0.0 0.0 0.0 0.084
H 1.748389 5.326593 7.609728 0.0 0.0 -0.1 0.089
```
Positions in Å, forces in eV/Å.

***

[2]
Entry from the OMol25 dataset: a single C5H5N molecule (wB97M-V/def2-TZVPD).

Total charge ... 0
HOMO-LUMO gap ... 10.70 eV
E_HOMO ... -0.36829 Eh
LUMO ... 0.7 eV
SMILES string ... CC#CCC#N

The geometry in XYZ format:
```
11
Properties=species:S:1:pos:R:3:forces:R:3:lowdin_charge:R:1
C -2.099213 0.136762 -0.612888 -0.2 0.1 -0.1 -0.091
C -0.856213 -0.613747 -0.476294 0.5 0.1 0.3 -0.082
C 0.263334 -0.801886 -0.075458 -0.7 0.3 -0.1 -0.050
C 1.365228 -0.309424 0.757686 0.1 0.0 0.2 -0.189
C 2.502478 0.225723 0.007463 0.9 0.4 -0.6 -0.221
N 3.379001 0.716438 -0.563240 -0.8 -0.5 0.5 0.142
H -2.290966 0.471404 -1.633430 -0.1 -0.2 0.1 0.078
H -1.903462 1.025609 0.003297 -0.4 0.0 -0.2 0.089
H -2.971468 -0.377074 -0.203954 0.1 0.0 -0.2 0.077
H 0.914094 0.544189 1.280320 0.3 -0.1 0.2 0.129
H 1.697183 -1.017989 1.516498 0.1 0.0 -0.1 0.118
```
Positions in Å, forces in eV/Å.